Entry from OMol25: a 15-piece molecular cluster, C60H125N15O28P4 overall (ωB97M-V/def2-TZVPD).

The geometry in ORCA input format:
```
! wB97M-V def2-TZVPD RIJCOSX def2/J DEFGRID3
* xyz 0 1
C 2.7966 3.6625 4.4828
C 2.3205 4.8001 3.6355
O 3.5179 5.5259 3.3987
C 4.5926 4.7365 3.6002
O 5.7535 4.9615 3.4635
O 4.1539 3.5535 4.0849
H 2.2760 2.7173 4.3555
H 2.8445 3.8775 5.5554
H 1.6696 5.4322 4.2384
H 1.7702 4.5275 2.7355
C -3.0375 0.8537 4.6966
C -3.2784 2.1828 5.3732
O -2.0070 2.8416 5.3984
C -1.1843 2.1630 4.5267
O -0.0897 2.5205 4.2342
O -1.7954 1.1129 4.0279
H -3.8655 0.6774 4.0169
H -2.9544 -0.0190 5.3397
H -3.6899 2.2122 6.3803
H -3.9669 2.7713 4.7601
C -1.0359 -3.1552 5.5135
C -2.0104 -2.0198 5.9571
O -1.1314 -0.9245 6.3150
C 0.0617 -1.4682 6.6143
O 0.9163 -0.8505 7.1723
O 0.1623 -2.6913 6.1193
H -0.8732 -3.3323 4.4503
H -1.2851 -4.1164 5.9634
H -2.6997 -2.2952 6.7500
H -2.5365 -1.6155 5.0931
C 3.8497 -1.0063 -2.4749
C 4.2486 -1.0039 -1.0214
O 5.4610 -0.2835 -1.0038
C 5.9762 -0.1859 -2.2476
O 7.0315 0.2685 -2.5257
O 5.0797 -0.7188 -3.1379
H 3.1495 -0.2497 -2.8279
H 3.5110 -1.9898 -2.7861
H 4.4628 -2.0095 -0.6511
H 3.5193 -0.5146 -0.3767
C -4.6767 -1.6293 -0.4697
C -5.2896 -2.8853 0.0895
O -5.2664 -2.6237 1.4922
C -4.2359 -1.8157 1.7556
O -3.7838 -1.5638 2.8270
O -3.7954 -1.2497 0.5981
H -5.4300 -0.8401 -0.5442
H -4.1013 -1.6875 -1.3901
H -4.7539 -3.7816 -0.2315
H -6.3214 -3.0357 -0.2232
C 0.8982 -4.7419 0.5503
C 0.5363 -6.0752 -0.0927
O 0.2487 -6.8642 1.0543
C 0.7625 -6.2960 2.1678
O 0.8496 -6.8378 3.2272
O 1.1913 -5.0644 1.9066
H 0.0278 -4.0905 0.4728
H 1.7706 -4.2549 0.1243
H 1.3700 -6.4728 -0.6744
H -0.3340 -5.9201 -0.7237
C 2.4859 6.7509 -0.5047
C 3.4238 5.6644 -1.0798
O 2.6313 4.6869 -1.6957
C 1.3849 5.2067 -1.8744
O 0.5445 4.6164 -2.4847
O 1.2614 6.3327 -1.2002
H 2.8833 7.7227 -0.7812
H 2.2948 6.7005 0.5658
H 4.0774 5.2660 -0.3052
H 4.0664 6.2424 -1.7483
C -1.4663 1.6245 -3.0599
C -2.4125 1.4302 -4.2505
O -3.5116 0.7227 -3.6727
C -3.2798 0.4438 -2.3781
O -3.9365 -0.2797 -1.6894
O -2.1162 0.9890 -1.9787
H -1.3439 2.6912 -2.8628
H -0.4750 1.2598 -3.3207
H -1.9831 0.7810 -5.0138
H -2.7602 2.3749 -4.6623
C 5.2285 2.4416 1.1643
C 6.5917 1.7868 1.3336
C 6.4153 0.4713 2.1265
C 5.9548 0.6321 3.4974
N 5.6229 0.7249 4.5920
H 4.6727 2.3659 2.1007
H 4.6455 1.7790 0.5093
H 5.1947 3.4373 0.7311
H 7.2591 2.4648 1.8677
H 7.0700 1.5180 0.3928
H 7.2492 -0.2314 2.1554
H 5.5990 -0.0960 1.6641
C 4.0269 2.5548 -4.2939
C 2.5894 2.1082 -4.6572
C 2.1706 2.3970 -6.1008
C 2.4818 3.7490 -6.5583
N 2.6809 4.8194 -6.9238
H 4.3286 2.3362 -3.2721
H 4.2070 3.6021 -4.5312
H 4.6434 1.9490 -4.9654
H 1.9174 2.7748 -4.1026
H 2.4648 1.0824 -4.3172
H 1.0936 2.2550 -6.2111
H 2.6276 1.7079 -6.8173
C 2.7617 -4.4320 4.7841
C 3.4299 -3.4548 5.7833
C 4.8086 -3.0552 5.2418
C 5.7006 -4.1706 4.9230
N 6.3471 -5.0749 4.6362
H 1.9178 -5.0492 5.0918
H 3.5284 -5.0707 4.3476
H 2.3080 -3.8767 3.9557
H 3.6247 -3.9904 6.7153
H 2.7536 -2.6439 6.0432
H 5.3220 -2.5401 6.0633
H 4.8466 -2.3053 4.4520
O 0.4638 6.7460 2.3261
P -0.8847 7.2548 2.0114
N -0.8986 8.7196 1.2200
C -0.5556 8.8241 -0.1882
C -0.8190 9.9632 1.9863
N -1.8079 7.4076 3.4085
C -3.1748 7.9164 3.4405
C -1.2039 7.4390 4.7209
N -1.8141 6.2049 1.0917
C -1.6345 4.7652 1.2407
C -3.0063 6.5947 0.3912
H -0.8512 7.9261 -0.7307
H 0.5097 8.9738 -0.3888
H -1.0367 9.6199 -0.7649
H -1.3596 9.9446 2.9315
H -1.2814 10.7270 1.3611
H 0.2230 10.1965 2.2205
H -3.1692 8.9380 3.8479
H -3.6273 7.9932 2.4573
H -3.7564 7.3593 4.1771
H -0.7178 8.3749 5.0166
H -1.9116 7.1264 5.4914
H -0.4396 6.6589 4.7782
H -0.8179 4.5635 1.9317
H -2.6048 4.4246 1.6199
H -1.4010 4.3120 0.2732
H -3.0829 7.6628 0.1979
H -3.9169 6.2545 0.9057
H -3.1277 6.1253 -0.5939
O 2.3404 -1.7059 -4.9288
P 1.1521 -2.4499 -5.3789
N 0.8423 -2.1731 -7.0198
C 0.3718 -0.8633 -7.3583
C 1.7648 -2.8322 -7.9380
N -0.2384 -1.9250 -4.6063
C -1.5279 -2.5308 -4.9918
C -0.0848 -1.4807 -3.2125
N 1.1595 -4.1036 -5.0983
C 1.8189 -4.5734 -3.8669
C 0.5910 -5.1530 -5.9553
H -0.6262 -0.6445 -6.9674
H 0.0745 -0.8125 -8.4136
H 1.0675 -0.0423 -7.1720
H 1.3140 -2.9686 -8.9226
H 2.0029 -3.8026 -7.5100
H 2.6670 -2.2238 -8.0610
H -2.2974 -1.8283 -4.6724
H -1.5391 -2.6958 -6.0664
H -1.6598 -3.4935 -4.4862
H 0.4341 -2.2397 -2.6178
H 0.5712 -0.6118 -3.2333
H -1.0666 -1.2978 -2.7796
H 2.3135 -3.7580 -3.3449
H 1.0389 -4.9693 -3.2117
H 2.5619 -5.3131 -4.1687
H 1.4407 -5.5868 -6.4872
H -0.1130 -4.7264 -6.6670
H 0.0600 -5.8922 -5.3564
O 1.2669 -1.6141 0.0143
P 0.8977 -0.4883 0.9049
N -0.7879 -0.4280 1.1287
C -1.5466 -1.6695 0.8573
C -1.5511 0.7920 1.2872
N 1.4245 1.0403 0.4055
C 1.3490 1.4924 -0.9854
C 1.5204 2.1658 1.3505
N 1.5495 -0.6768 2.4265
C 0.8579 -0.1359 3.6082
C 2.9688 -0.9808 2.5554
H -1.0617 -2.4544 1.4432
H -1.5366 -1.9052 -0.2050
H -2.5351 -1.5713 1.3016
H -1.0711 1.6606 0.8269
H -1.6649 1.0528 2.3449
H -2.5341 0.7879 0.8171
H 0.8795 0.7274 -1.6040
H 0.7730 2.4161 -1.0779
H 2.3572 1.7064 -1.3519
H 1.8907 3.0330 0.8028
H 0.5565 2.4041 1.8024
H 2.2630 1.9836 2.1299
H -0.1441 -0.5717 3.5811
H 1.4291 -0.3786 4.5004
H 0.6879 0.9380 3.5021
H 3.1170 -1.6150 3.4277
H 3.6049 -0.1037 2.7132
H 3.2696 -1.4458 1.6186
O -5.6727 -6.1707 -3.9501
P -5.2796 -5.9337 -2.5441
N -3.5915 -5.8229 -2.4138
C -2.7237 -6.5087 -3.3629
C -2.9111 -5.0855 -1.3592
N -5.7590 -7.1750 -1.4778
C -5.2998 -7.2799 -0.0846
C -6.0511 -8.4974 -2.0608
N -5.7760 -4.4761 -1.8351
C -5.5365 -3.2981 -2.6576
C -7.1088 -4.4587 -1.2392
H -2.6291 -7.5572 -3.0594
H -1.7211 -6.0785 -3.3579
H -3.1799 -6.4422 -4.3503
H -2.4268 -4.2018 -1.7860
H -2.1987 -5.7213 -0.8296
H -3.6684 -4.8337 -0.6178
H -5.4493 -8.2364 0.4126
H -4.2158 -7.1345 -0.0304
H -5.8159 -6.5209 0.5050
H -6.6367 -9.0961 -1.3693
H -6.5493 -8.3940 -3.0240
H -5.1083 -8.9992 -2.3070
H -5.8461 -2.4052 -2.1095
H -4.4863 -3.1104 -2.8793
H -6.1159 -3.3325 -3.5843
H -7.9011 -4.1639 -1.9379
H -7.1684 -3.5964 -0.5609
H -7.3351 -5.3617 -0.6828
*
```

Summary:
- Gap between HOMO and LUMO: 0.3095 Ha
- ΔE to the lowest compared entry with this formula, charge and spin: 25.3 kJ/mol
- Molar mass: 1628.63 g mol⁻¹
- E_tot: -6654.693391 hartree
- HOMO level: -8.53 eV